# 1
Entry from OMol25: C39H39I2N7O4PtS as an isolated structure in a non-equilibrium geometry (ωB97M-V/def2-TZVPD).

Last column: Mulliken charge in e.
Cartesian coordinates (Å):
S -2.22 1.26 -0.63  -0.675
H -0.42 5.52 1.01  0.576
H 0.03 -1.66 2.98  0.392
O 1.61 2.74 -1.41  0.072
H -5.30 -4.25 -0.89  0.440
C -1.16 1.52 2.83  0.361
C -4.59 -1.40 2.32  -0.988
H 4.22 -2.81 -4.71  0.451
C -3.72 -2.80 -0.99  -0.128
C -1.95 -2.11 2.33  1.204
C 3.76 0.06 -2.99  -0.228
H 0.36 -4.06 0.38  0.669
C 4.04 -0.77 -4.06  -0.872
C 1.09 1.15 2.15  0.087
H -4.49 4.62 -1.44  0.348
C 3.43 -0.49 -1.76  0.083
H -0.14 -0.64 -5.00  0.545
H 3.15 2.29 5.36  0.396
H 0.54 1.63 -5.71  0.468
O 3.17 -2.31 -0.30  -0.094
H -5.62 -1.10 2.28  0.517
C -2.14 -4.80 0.07  -0.594
C -1.61 -3.53 -0.23  0.662
H 3.15 3.79 4.38  0.380
Pt -0.87 -0.26 0.45  1.922
C -2.84 -2.88 3.04  -0.895
H -4.90 -3.12 3.58  0.460
C 3.70 -2.70 -2.65  -0.605
C 0.22 0.07 -4.28  -1.208
C -2.32 5.09 -0.03  -0.514
H 2.87 3.98 -2.50  0.423
C 1.56 1.93 3.22  1.306
H -4.77 3.16 -0.47  0.323
H -0.07 3.00 0.74  -0.206
C 3.79 -3.54 0.08  -1.221
N 2.06 0.56 1.34  -0.039
H 2.40 4.52 -0.89  0.231
N 0.04 -2.06 0.93  -0.982
I -4.27 -6.93 0.31  0.155
H 3.93 0.78 -0.18  0.331
N -2.36 -1.04 1.62  0.700
C -4.25 -4.06 -0.70  -0.201
I -4.94 -1.31 -1.78  0.087
H 3.31 -4.40 -0.39  0.406
C 4.00 -2.15 -3.88  -0.880
N -2.80 3.88 -0.48  0.121
C 0.30 -0.28 -2.94  -0.419
O -1.83 -1.31 -1.05  -0.568
C -4.08 3.66 -1.15  -0.793
H -2.23 1.38 2.69  0.422
N 0.81 0.30 -0.61  0.624
C -2.39 -2.52 -0.77  -0.652
N 3.15 0.33 -0.63  0.252
C 3.46 2.74 4.42  -0.972
H -2.49 -3.75 3.58  0.572
C -1.92 2.92 -0.19  0.324
H 3.71 -3.77 -2.52  0.442
C 1.14 1.91 -2.39  0.063
H 1.23 4.62 -2.23  0.413
C -3.46 -5.06 -0.16  -0.597
C -0.71 2.31 3.87  -1.194
C 1.98 0.39 0.00  -0.327
H -0.24 -3.37 2.61  0.651
C -1.12 4.85 0.54  -0.583
H 0.98 3.12 4.91  0.524
C -0.25 0.93 1.95  -1.359
H 2.99 0.54 1.74  0.449
H 1.35 3.24 -4.07  0.606
C -0.47 -2.35 2.30  -1.459
C 2.05 4.04 -1.79  -1.275
H -1.50 -5.57 0.48  0.495
C -3.64 -0.69 1.62  -0.228
H 3.77 1.13 -3.10  0.554
H 4.85 -3.53 -0.19  0.469
H 3.70 -3.61 1.16  0.259
C 0.65 2.52 4.08  -0.542
H -3.94 3.05 -2.04  0.334
H -3.90 0.16 1.00  0.530
C 3.42 -1.86 -1.57  0.596
H 1.05 -1.84 0.95  0.420
H 0.32 -2.91 -0.96  0.042
O 2.91 2.03 3.31  -0.400
C 1.06 2.26 -3.74  -0.266
C -0.17 -3.20 -0.03  -0.769
H -0.02 -1.26 -2.62  0.319
C 0.60 1.34 -4.67  -1.184
C 0.76 0.62 -2.00  0.988
H -1.42 2.76 4.55  0.489
H 4.30 -0.35 -5.02  0.454
H 4.53 2.67 4.31  0.263
N -0.89 3.50 0.42  0.492
C -4.18 -2.53 3.03  -0.732
H -2.87 6.00 -0.17  0.488

Properties
* electronic energy: -3306.28934 Eh
* energy above the lowest of the compared OMol25 structures with the same formula, charge and spin: 66.12 kJ/mol
* multiplicity: 1
* frontier orbital gap: 7.11 eV
* E_HOMO: -12.409 eV
* total charge: +2

=====

# 2
Entry from OMol25: C39H39N6OP2RuS as an isolated structure in a non-equilibrium geometry (ωB97M-V/def2-TZVPD).

Last column: Mulliken spin population.
Cartesian coordinates (Å):
P -0.82 -0.80 -0.60  0.010
C -5.07 0.39 2.65  -0.001
H 1.29 4.26 3.83  0.000
H 5.56 1.62 -2.98  0.000
H 0.45 -6.03 -2.47  0.001
H 4.26 -1.60 2.74  -0.001
H -6.23 0.34 -1.87  0.000
H 1.53 -5.21 2.16  0.005
H -0.70 -4.62 1.21  -0.022
C 2.88 0.57 -1.19  -0.005
H 4.99 -2.08 -0.92  0.000
H -0.55 -0.54 -3.54  -0.002
C 5.42 -0.27 -1.99  -0.001
H -5.12 2.17 1.45  0.000
P 1.20 1.03 -0.71  -0.007
C -4.52 1.36 1.84  0.000
H 1.34 -2.73 -0.04  0.049
N 1.90 3.67 3.28  0.003
C 1.57 -1.82 2.32  0.066
C 3.80 -0.63 2.85  0.003
C -2.51 2.48 0.86  -0.002
N -2.37 0.34 2.00  0.003
C -0.56 -2.56 -1.00  0.260
N 0.23 -1.57 2.12  -0.001
C 1.61 5.06 -0.83  0.002
H -3.11 2.80 0.00  0.000
C -5.19 0.11 -1.64  -0.001
C 0.77 5.45 -1.87  -0.002
C 4.95 0.97 -2.37  0.001
C 1.04 2.75 -1.25  -0.002
C 1.74 3.72 -0.52  -0.010
C -4.18 0.90 -2.16  0.000
C -2.53 -0.49 -1.09  -0.012
H -0.36 2.42 -2.84  -0.001
C -2.86 0.61 -1.88  -0.007
H 1.71 -5.12 -0.57  0.009
C 3.37 -0.68 -0.81  0.012
C 3.68 1.40 -1.97  -0.004
C 0.20 3.15 -2.28  -0.003
C -0.95 -4.40 -2.54  0.317
H 2.16 5.80 -0.27  0.000
Ru -0.29 0.33 1.48  -0.070
C 0.47 -3.35 -0.29  -0.070
N 1.72 0.44 2.10  0.062
H 3.33 2.37 -2.28  -0.001
C 2.38 -0.65 2.41  0.002
H -6.12 0.40 2.89  0.000
C 1.24 -4.17 2.06  0.025
C 0.39 -0.27 -3.07  -0.001
C 0.07 4.50 -2.59  0.001
H 6.40 -0.60 -2.30  0.000
C 1.48 2.45 2.91  0.004
H -2.07 1.24 -2.27  0.001
N 2.33 1.64 2.33  0.016
H 2.96 -3.35 2.99  0.000
H 2.39 3.41 0.29  -0.001
H -3.32 -2.17 0.01  -0.004
C 2.02 -3.17 2.50  0.006
C 0.02 -3.82 1.30  0.077
H -1.60 -2.40 1.69  -0.020
H 2.88 3.86 3.30  0.000
H -4.43 1.75 -2.79  0.000
H 3.86 -0.32 3.89  0.000
C -4.88 -0.99 -0.85  -0.001
H -0.63 2.90 0.43  -0.001
H 0.67 6.50 -2.12  0.000
C -1.26 -3.12 -2.04  -0.107
H 0.81 0.59 -3.59  -0.001
H -2.06 -2.57 -2.52  0.028
C 0.87 -4.58 -0.98  0.339
H -5.67 -1.62 -0.46  0.000
H -4.60 -1.34 3.86  0.000
H -0.58 4.80 -3.40  0.000
H -2.44 3.31 1.57  0.000
O -1.20 2.11 0.45  -0.002
C -3.56 -1.29 -0.58  0.013
C 4.62 -1.11 -1.21  0.002
H 4.36 0.10 2.26  0.001
C -2.90 -0.57 2.83  0.001
N 0.17 0.07 -1.66  0.052
H -2.21 -1.29 3.26  -0.001
C -3.16 1.33 1.57  -0.001
C -4.23 -0.58 3.18  0.002
C 0.16 -5.09 -2.03  -0.083
C -0.54 -2.59 1.82  0.061
H 1.09 -1.10 -3.16  0.001
H 2.76 -1.33 -0.19  -0.017
H -1.53 -4.82 -3.35  0.006
S -0.17 1.98 3.25  0.021

Properties
* electronic energy: -3088.58804 Eh
* energy above the lowest of the compared OMol25 structures with the same formula, charge and spin: 278.85 kJ/mol
* multiplicity: 2
* frontier orbital gap (alpha / beta): 4.13 / 4.21 eV
* E_HOMO (alpha / beta): -11.205 / -11.591 eV
* total charge: +2

=====

# 3
Entry from OMol25: C39H40BINO6Zr as an isolated structure in a non-equilibrium geometry (ωB97M-V/def2-TZVPD).

Last column: Mulliken charge in e.
Cartesian coordinates (Å):
C 2.81 0.73 2.06  -0.666
C -0.44 -2.89 -0.86  0.236
H -3.75 -7.05 -2.90  0.440
C -3.88 3.77 2.98  -0.782
O -4.37 -0.74 4.18  -0.598
I 2.40 2.58 -1.98  0.041
O 1.57 -2.08 -1.48  -0.471
H -3.44 -5.41 0.41  0.370
C -2.96 -6.30 -2.90  -1.575
H -1.58 -7.16 0.17  0.359
H -2.73 -8.08 -0.81  0.443
H -2.14 -6.68 -3.52  0.324
C -1.81 0.98 -1.20  -0.313
C -1.50 -3.77 -0.78  -0.887
H 2.16 1.80 4.49  0.444
H 4.17 -1.55 1.72  0.420
C 4.44 1.51 0.42  1.479
H 4.67 4.32 -0.71  0.276
C -0.56 1.47 -1.50  0.732
C -2.83 1.88 -3.18  -0.745
H 3.35 5.00 2.77  0.443
C 0.75 2.79 -3.20  1.304
C 2.75 4.54 1.98  -2.759
H 2.88 5.15 1.09  0.503
H 1.71 4.60 2.27  0.492
C -2.87 1.15 2.99  -0.107
H 6.46 1.05 -0.20  0.444
H 5.19 -1.03 0.40  0.533
C 0.84 -4.32 -2.29  -2.218
H 1.73 -4.53 -2.87  0.464
C 3.75 0.44 1.04  2.286
C 2.24 -0.42 2.86  -2.392
C -0.26 3.65 -5.18  -0.744
O -0.42 0.68 1.70  -0.631
C -2.67 3.49 2.37  -0.837
H -1.13 -7.73 -1.44  0.332
C 4.18 2.83 0.80  0.670
H -4.13 -4.65 -1.04  0.400
C -4.08 1.47 3.58  -0.416
C -1.45 3.13 -4.79  -0.955
C 0.69 -3.15 -1.59  1.062
H 3.53 -1.52 0.09  0.216
H -3.69 2.04 -3.82  0.395
H -0.17 4.19 -6.11  0.404
C 1.71 2.34 3.65  -2.147
C 2.52 2.06 2.41  1.483
C 5.02 3.95 0.25  -2.094
H 5.22 0.33 -1.21  0.551
H -5.55 2.93 4.08  0.530
C -2.95 1.19 -2.01  -1.585
C -3.70 -5.57 -0.65  -2.053
H -2.37 -3.52 -0.19  0.653
H 0.68 2.01 3.60  0.200
H 1.93 -1.25 2.23  0.280
H 3.00 -0.81 3.53  0.603
O -0.24 2.78 1.12  -0.897
H -2.33 3.26 -5.40  0.422
H -2.50 0.14 3.00  0.849
H -1.96 0.37 -0.32  0.660
H -4.47 -6.34 -0.68  0.421
C -0.45 2.21 -2.73  -0.294
O -0.32 -1.64 -0.26  -0.262
H -4.28 4.78 2.97  0.442
O -5.88 0.68 4.79  -0.605
H -3.35 -5.39 -3.37  0.377
C -4.60 2.75 3.60  -0.486
C -1.38 -4.97 -1.48  0.469
C 3.16 3.11 1.72  1.963
C -0.21 -5.22 -2.22  -0.521
H 6.06 3.63 0.12  0.476
C 5.47 1.22 -0.64  -2.632
H 1.83 3.89 -4.67  0.431
B 0.92 -1.16 -0.68  0.844
C -2.49 -6.03 -1.46  2.001
H 1.71 3.39 3.91  0.482
C 4.17 -0.99 0.79  -2.012
C -1.58 2.41 -3.57  1.067
C -1.95 -7.32 -0.85  -1.580
H 5.58 2.04 -1.34  0.435
H -0.13 -6.15 -2.76  0.424
H 5.04 4.80 0.93  0.481
H -2.10 4.27 1.88  0.551
C -0.90 1.91 1.72  1.701
C 0.88 3.48 -4.36  -0.639
N -4.85 0.37 4.23  1.059
H -3.90 0.77 -1.71  0.484
Zr 0.92 1.03 0.15  -0.661
H 1.38 -0.12 3.45  0.366
C -2.17 2.19 2.38  0.351

Properties
* electronic energy: -2385.78771 Eh
* energy above the lowest of the compared OMol25 structures with the same formula, charge and spin: 131.76 kJ/mol
* multiplicity: 1
* frontier orbital gap: 6.85 eV
* E_HOMO: -10.565 eV
* total charge: +1